Record 1
{"formula": "C11H15O2S2", "method": "ωB97M-V with the def2-TZVPD basis set", "elements": ["S", "S", "O", "O", "C", "C", "C", "C", "C", "C", "C", "C", "C", "C", "C", "H", "H", "H", "H", "H", "H", "H", "H", "H", "H", "H", "H", "H", "H", "H"], "positions_angstrom": [[-0.556, -0.541, 4.993], [0.707, -0.836, 0.337], [-0.880, -0.044, 1.627], [0.034, -0.443, -5.394], [0.876, 1.425, 2.596], [0.599, -1.047, -1.327], [1.657, -0.503, -2.100], [0.772, 0.617, -6.059], [0.358, -0.791, -4.126], [-1.791, -0.246, 6.290], [1.526, -0.306, -3.468], [-1.204, 0.659, 3.823], [-0.432, -1.727, -2.029], [-0.338, 0.601, 2.554], [-0.592, -1.562, -3.382], [2.289, 0.273, -4.000], [0.963, 2.075, 1.725], [-1.151, 1.657, 4.277], [-2.218, 0.374, 3.508], [0.819, 2.076, 3.478], [0.828, 1.522, -5.437], [-1.443, -0.794, 7.160], [-1.870, 0.819, 6.522], [0.206, 0.820, -6.965], [1.807, 0.866, 2.704], [2.558, -0.219, -1.571], [1.785, 0.275, -6.320], [-1.084, -2.387, -1.451], [-1.467, -1.959, -3.916], [-2.757, -0.654, 5.954]], "atomic_forces_ev_per_a": [[-0.2, 0.1, 0.5], [2.0, -2.0, -0.8], [-0.3, 3.5, 3.6], [0.0, 0.9, -2.2], [1.1, 1.0, 0.0], [1.3, -0.5, -0.8], [-0.6, -0.1, -0.7], [-0.5, -1.2, 0.9], [0.5, 0.2, 2.3], [0.0, -0.4, -0.4], [-0.9, -0.3, -0.4], [0.4, -0.4, -0.3], [0.3, 0.0, 0.7], [-3.9, -1.7, -1.1], [0.8, 0.8, -1.5], [-0.3, -0.4, 0.0], [0.1, -0.3, -0.2], [-0.2, -0.2, -0.1], [0.3, 0.2, 0.3], [0.0, -0.1, -0.1], [0.0, -0.2, 0.0], [-0.1, 0.0, 0.2], [0.0, -0.1, 0.0], [0.0, 0.0, 0.0], [-0.2, -0.2, -0.3], [0.0, 0.2, -0.1], [-0.2, 0.2, 0.1], [-0.1, 0.4, -0.2], [0.4, 0.1, 0.2], [0.2, 0.3, 0.3]], "mulliken_charge": [-0.065, -0.521, -0.482, -0.420, -1.153, 0.013, -0.643, -0.803, 0.522, -0.777, -0.252, -0.671, -0.491, 0.591, -0.460, 0.238, 0.309, 0.343, 0.382, 0.361, 0.363, 0.301, 0.242, 0.227, 0.333, 0.347, 0.287, 0.329, 0.307, 0.244], "orbital_gap_ev": 4.26, "homo_energy_ha": -0.056, "e_tot_ha": -1374.92620, "charge": -1, "e_above_lowest_ev": 1.268, "multiplicity": 1, "fmax_ha_per_bohr": 0.098}

Record 2
{"formula": "C21H44GeN4O7SSi3Y", "method": "ωB97M-V with the def2-TZVPD basis set", "elements": ["Y", "Ge", "S", "Si", "Si", "Si", "O", "O", "O", "O", "O", "O", "O", "N", "N", "N", "N", "C", "C", "C", "C", "C", "C", "C", "C", "C", "C", "C", "C", "C", "C", "C", "C", "C", "C", "C", "C", "C", "H", "H", "H", "H", "H", "H", "H", "H", "H", "H", "H", "H", "H", "H", "H", "H", "H", "H", "H", "H", "H", "H", "H", "H", "H", "H", "H", "H", "H", "H", "H", "H", "H", "H", "H", "H", "H", "H", "H", "H", "H", "H", "H", "H"], "positions_angstrom": [[-0.909, 0.365, 2.175], [0.720, -1.676, -1.321], [-0.357, 5.864, -0.737], [2.153, -1.312, -3.189], [-1.596, -2.203, -1.435], [1.857, -3.029, 0.292], [-1.282, -1.156, 3.568], [-0.935, 7.144, -0.396], [-1.167, 5.054, -1.641], [1.059, 5.854, -1.046], [-3.604, 2.055, 1.819], [0.842, -0.043, -0.390], [-0.920, -1.928, 5.654], [1.244, -0.228, 3.286], [-0.363, 0.477, 0.108], [-0.933, 2.190, 3.968], [-2.497, 1.505, 1.159], [1.493, -0.198, -4.521], [3.719, -0.607, -2.476], [-1.622, -4.038, -1.786], [-1.059, 1.337, -0.679], [0.861, -0.791, 4.612], [3.245, -1.986, 1.002], [0.515, 3.974, 1.056], [2.550, -4.609, -0.409], [0.367, 3.115, 2.135], [-3.153, 2.733, -0.938], [-0.583, 1.783, -2.020], [-1.520, 5.082, 1.681], [0.658, -3.464, 1.670], [-2.527, -1.874, 0.151], [-0.566, -1.358, 4.655], [-2.416, -1.280, -2.831], [-0.452, 4.928, 0.795], [-2.254, 1.852, -0.122], [-1.658, 4.242, 2.775], [-0.733, 3.231, 2.976], [2.479, -3.000, -3.924], [1.364, 3.898, 0.386], [-3.856, 2.856, 1.336], [0.465, -0.446, -4.799], [1.780, -5.201, -0.912], [-2.714, 3.724, -1.081], [1.190, -3.797, 2.568], [1.524, -1.594, 4.929], [-2.857, -0.831, 0.196], [1.125, 2.358, 2.329], [3.345, -4.405, -1.132], [2.994, -0.920, 0.972], [1.585, -3.398, -4.413], [2.122, -0.324, -5.409], [-2.503, 4.342, 3.447], [0.004, -2.636, 1.960], [-3.309, -1.817, -3.167], [-2.642, -4.430, -1.725], [-3.289, 2.300, -1.933], [-4.148, 2.836, -0.505], [-1.968, -2.131, 1.055], [1.587, -0.990, 2.700], [-1.241, -4.245, -2.791], [-1.150, 1.308, -2.829], [2.043, 0.388, 3.391], [-0.692, 2.867, -2.120], [-3.422, -2.503, 0.168], [4.406, -0.347, -3.288], [0.921, -0.009, 5.367], [3.274, -2.941, -4.675], [-1.006, -4.596, -1.074], [-1.807, 2.325, 4.464], [-2.722, -0.281, -2.509], [4.218, -1.330, -1.825], [4.158, -2.116, 0.416], [0.463, 1.520, -2.132], [-2.240, 5.871, 1.493], [1.525, 0.853, -4.236], [3.519, 0.297, -1.894], [2.792, -3.718, -3.160], [-0.189, 2.202, 4.657], [3.473, -2.275, 2.034], [2.975, -5.221, 0.393], [-1.747, -1.169, -3.688], [-0.003, -4.279, 1.360]], "atomic_forces_ev_per_a": [[0.3, 0.7, 1.8], [0.0, 0.3, 0.3], [0.2, 0.2, 0.3], [-0.1, -0.2, 0.0], [0.1, -0.1, -0.2], [-0.2, 0.0, -0.1], [0.2, -0.7, 0.9], [0.0, 0.0, -0.1], [-0.1, -0.1, -0.1], [0.0, 0.0, -0.1], [-0.1, -0.1, -0.3], [0.0, 0.2, 0.0], [-0.1, 0.0, 0.1], [0.0, -0.4, 0.2], [0.1, 0.2, -1.8], [0.0, 0.1, -0.2], [-0.6, 0.6, -0.8], [-0.1, 0.1, -0.2], [0.2, 0.1, 0.1], [0.0, -0.2, -0.1], [0.3, -0.2, 0.0], [0.1, 0.0, -0.2], [0.1, 0.2, 0.1], [0.0, -0.1, -0.2], [0.1, -0.2, -0.1], [0.1, -0.1, 0.1], [0.0, 0.0, 0.0], [0.0, 0.0, -0.1], [0.1, 0.0, -0.2], [-0.1, 0.0, 0.1], [-0.2, 0.1, 0.2], [-0.2, -0.1, -0.4], [-0.2, 0.1, -0.1], [-0.1, -0.2, 0.2], [-0.2, 0.0, 0.2], [-0.1, 0.0, 0.0], [0.1, -0.1, 0.1], [0.0, -0.2, -0.1], [0.0, 0.0, 0.0], [0.1, 0.0, 0.1], [0.1, 0.0, 0.0], [0.1, 0.0, 0.0], [0.1, 0.0, 0.0], [0.0, 0.0, 0.0], [0.1, 0.0, 0.0], [0.0, -0.1, 0.0], [0.0, 0.0, 0.0], [0.0, 0.0, 0.1], [0.0, -0.1, 0.0], [0.1, 0.0, 0.0], [-0.1, 0.0, 0.0], [0.0, 0.0, 0.0], [0.1, -0.1, 0.1], [0.0, 0.1, 0.0], [0.1, 0.0, 0.0], [0.0, 0.0, 0.1], [0.0, -0.1, 0.0], [0.0, 0.0, 0.0], [0.0, 0.0, 0.0], [0.0, 0.0, 0.1], [0.1, 0.0, 0.0], [0.0, 0.0, 0.0], [0.0, 0.0, 0.0], [0.0, 0.0, 0.0], [0.0, 0.0, 0.1], [0.0, 0.1, 0.0], [-0.1, 0.0, 0.0], [-0.1, 0.0, 0.0], [0.0, 0.0, 0.0], [0.0, -0.1, 0.0], [0.0, 0.1, 0.0], [0.0, 0.0, 0.1], [0.1, 0.0, 0.0], [0.0, 0.0, 0.0], [0.0, 0.0, 0.0], [0.0, -0.1, 0.0], [0.0, 0.0, -0.1], [0.0, -0.1, 0.1], [0.0, 0.0, 0.0], [0.0, 0.0, -0.1], [-0.1, 0.0, 0.0], [0.0, 0.0, 0.0]], "mulliken_spin": [-0.009, 0.005, 0.000, 0.003, -0.004, -0.001, 0.004, 0.000, 0.000, 0.000, 0.017, 0.013, 0.000, 0.002, 0.210, -0.002, 0.278, 0.001, 0.000, 0.000, 0.283, -0.001, -0.001, -0.012, 0.001, -0.020, 0.016, 0.011, -0.002, -0.001, 0.028, 0.001, 0.011, 0.013, 0.132, 0.009, 0.018, 0.001, 0.001, 0.002, 0.000, 0.000, 0.005, 0.000, 0.000, -0.005, 0.001, 0.000, -0.001, 0.000, 0.000, 0.002, -0.001, 0.000, 0.000, -0.004, 0.008, -0.016, 0.000, 0.000, 0.001, 0.001, -0.005, 0.002, 0.000, 0.000, 0.000, 0.000, 0.000, -0.004, 0.000, 0.000, 0.006, 0.000, 0.000, 0.000, 0.000, 0.000, 0.000, 0.000, 0.001, 0.000], "orbital_gap_ev": [6.60, 7.69], "homo_energy_ha": [-0.256, -0.305], "e_tot_ha": -4954.34281, "charge": 0, "e_above_lowest_ev": 0.599, "multiplicity": 2, "fmax_ha_per_bohr": 0.037}

Record 3
{"formula": "C34H32Cl6NO8P3V", "method": "ωB97M-V with the def2-TZVPD basis set", "elements": ["V", "Cl", "Cl", "Cl", "Cl", "Cl", "Cl", "P", "P", "P", "O", "O", "O", "O", "O", "O", "O", "O", "N", "C", "C", "C", "C", "C", "C", "C", "C", "C", "C", "C", "C", "C", "C", "C", "C", "C", "C", "C", "C", "C", "C", "C", "C", "C", "C", "C", "C", "C", "C", "C", "C", "C", "C", "H", "H", "H", "H", "H", "H", "H", "H", "H", "H", "H", "H", "H", "H", "H", "H", "H", "H", "H", "H", "H", "H", "H", "H", "H", "H", "H", "H", "H", "H", "H", "H"], "positions_angstrom": [[0.808, -1.147, 1.094], [3.543, 3.575, 4.810], [4.459, -0.739, 1.697], [2.194, 0.816, -0.408], [-0.460, 0.799, 2.331], [5.541, 1.509, 3.717], [0.319, 3.124, 4.247], [-2.043, -2.029, -0.987], [-0.505, 2.353, -1.149], [-3.732, -2.332, 1.442], [-4.082, -0.873, 0.951], [-0.121, -2.373, 2.737], [-1.549, -2.869, -2.329], [-2.887, -0.885, -1.401], [-0.857, -1.757, -0.070], [-2.787, -2.562, 2.549], [-2.359, -4.291, 0.240], [-5.206, -2.864, 1.903], [2.008, -2.638, 0.154], [2.017, -0.017, 2.351], [1.569, 2.079, 3.687], [1.734, -3.909, 3.231], [1.952, 1.464, -1.988], [0.651, 5.817, 1.669], [-4.373, -3.601, -0.964], [-1.819, 3.024, -2.220], [3.367, 0.241, 2.610], [0.793, 2.668, -3.689], [1.852, 2.382, -4.565], [0.881, 2.219, -2.347], [-3.138, 4.844, -3.058], [2.190, -4.153, -1.773], [3.150, -4.736, 0.308], [1.641, 5.326, 0.823], [0.022, 3.778, -0.111], [1.805, -2.948, -1.138], [1.208, 0.942, 2.936], [-1.946, 4.330, -2.629], [3.003, 1.165, -2.884], [0.269, -3.755, 2.868], [2.873, -5.063, -1.030], [3.849, 1.316, 3.364], [1.318, 4.305, -0.080], [-3.174, -3.188, -0.134], [-4.047, 2.607, -3.041], [-0.644, 5.347, 1.594], [2.954, 1.639, -4.202], [2.786, -3.239, 2.366], [2.947, 2.233, 3.897], [-0.946, 4.316, 0.722], [-4.169, 3.975, -3.307], [2.732, -3.546, 0.905], [-2.859, 2.140, -2.464], [-2.698, 1.123, -2.056], [2.643, 5.716, 0.906], [-0.329, -4.187, 3.653], [-1.182, 4.986, -2.366], [-1.976, 4.054, 0.736], [-1.356, 5.758, 2.292], [3.806, 1.462, -4.907], [0.098, -4.287, 1.912], [-1.060, -2.339, 2.606], [1.777, 2.824, -5.590], [1.207, -2.292, -1.709], [3.227, -6.022, -1.347], [-0.036, 3.258, -4.093], [3.768, -3.531, 2.781], [0.934, 6.603, 2.349], [-3.711, -0.614, 0.078], [1.871, -4.344, -2.829], [-4.949, -2.729, -1.369], [2.752, -2.175, 2.441], [-4.858, 1.917, -3.174], [3.839, 0.601, -2.521], [-4.970, -3.489, 2.630], [-0.977, -3.582, -2.081], [-5.059, -4.223, -0.396], [3.717, -5.461, 0.893], [1.966, -5.007, 3.261], [-2.768, -5.105, -0.021], [-4.040, -4.276, -1.792], [2.094, 3.865, -0.697], [-3.234, 5.937, -3.284], [1.894, -3.564, 4.215], [-5.120, 4.304, -3.753]], "atomic_forces_ev_per_a": [[-1.4, -0.2, -0.4], [-0.3, 0.0, 0.0], [1.1, 0.1, -0.1], [-0.3, 0.0, 0.7], [-0.2, 0.0, 0.3], [-0.3, -0.2, -0.3], [0.6, 0.1, 0.1], [1.2, -0.2, -0.3], [0.2, 0.0, -0.2], [-0.8, 0.3, -0.8], [-0.2, -0.5, 1.1], [2.7, -0.1, -0.3], [-1.0, 1.4, 0.9], [-0.2, 0.4, -0.3], [-0.5, -0.4, -0.7], [0.2, 0.3, 0.1], [0.6, 0.1, 0.3], [1.5, -0.5, 0.3], [0.8, -1.6, -0.3], [1.2, 1.4, 1.4], [0.0, -1.2, -0.7], [-0.1, -1.3, -0.7], [2.3, -0.9, -1.5], [0.8, 0.3, -0.4], [-0.2, -0.2, -1.2], [-0.1, -0.5, 0.1], [-0.3, 0.1, -0.3], [1.2, -0.4, 0.0], [-1.2, 1.2, -1.2], [-1.8, 0.7, -0.7], [-0.1, 1.4, -1.2], [-0.9, 1.1, -0.9], [0.4, 0.0, 0.3], [-0.7, -0.6, -0.1], [0.1, 0.0, -0.6], [0.3, -1.3, 0.2], [-0.5, 0.6, -0.2], [-0.3, 0.2, 1.0], [-0.7, 0.6, -0.4], [0.3, 0.2, -0.9], [0.6, 0.2, 1.7], [0.1, -0.4, 0.1], [0.0, 0.0, 0.6], [-0.2, 0.1, 0.8], [1.0, 0.2, 0.5], [0.6, 0.0, 0.3], [0.9, -0.5, 0.7], [1.0, -0.7, -0.1], [-0.5, 0.5, 0.4], [0.0, 1.0, 0.6], [-1.6, -1.0, -0.6], [-1.3, -0.1, -1.1], [-0.2, -0.6, 0.6], [-0.7, 0.5, -0.7], [0.2, 0.0, -0.1], [-0.3, -0.3, 0.2], [1.4, 1.2, 0.2], [-0.6, -0.9, -0.4], [-0.4, -0.1, -0.1], [-1.0, 0.1, 0.8], [-0.3, 0.2, 0.3], [-1.9, -0.1, -0.1], [0.2, -0.6, 0.9], [-0.5, 1.0, -0.4], [-0.1, -0.3, -0.6], [0.2, -0.3, 0.6], [-0.3, 0.1, -0.3], [-0.1, 0.1, 0.3], [0.3, -0.1, -0.5], [0.5, 0.3, 1.1], [0.7, -0.8, 0.3], [-0.3, 0.4, 0.3], [-0.3, -0.1, -0.2], [0.3, -0.2, 0.1], [-0.6, 0.5, -0.5], [0.6, -0.7, 0.3], [-0.2, 0.1, 0.4], [-0.2, 0.3, 0.0], [-0.4, 0.7, -0.1], [-0.5, -0.7, -0.2], [-0.1, 0.9, 0.3], [0.0, 0.1, -0.1], [0.1, -1.2, 0.3], [0.1, 0.5, 1.3], [0.5, 0.1, 0.4]], "mulliken_spin": [2.966, 0.003, 0.005, 0.001, -0.010, -0.001, -0.002, 0.010, 0.003, -0.001, 0.000, -0.002, 0.003, 0.002, -0.029, -0.001, 0.000, 0.000, -0.014, -0.019, -0.019, -0.003, 0.008, 0.000, 0.000, 0.004, 0.010, 0.001, 0.000, -0.005, 0.000, -0.007, -0.012, 0.000, 0.000, 0.056, -0.008, 0.000, -0.002, 0.030, 0.020, -0.017, -0.001, -0.001, 0.000, 0.000, 0.000, 0.048, 0.027, 0.000, 0.000, -0.032, 0.000, 0.000, 0.000, 0.002, 0.000, 0.000, 0.000, 0.000, -0.005, 0.000, 0.000, -0.007, 0.001, 0.000, 0.003, 0.000, 0.000, 0.000, 0.000, 0.000, 0.000, 0.000, 0.000, -0.001, 0.000, 0.000, -0.001, 0.000, 0.000, 0.000, 0.000, -0.003, 0.000], "orbital_gap_ev": [7.65, 7.98], "homo_energy_ha": [-0.279, -0.297], "e_tot_ha": -6700.98071, "charge": 0, "e_above_lowest_ev": 0.917, "multiplicity": 4, "fmax_ha_per_bohr": 0.055}

Record 4
{"formula": "C4H12N2", "method": "ωB97M-V with the def2-TZVPD basis set", "elements": ["N", "N", "C", "C", "C", "C", "H", "H", "H", "H", "H", "H", "H", "H", "H", "H", "H", "H"], "positions_angstrom": [[-1.234, -0.278, 0.827], [0.575, -0.112, -1.597], [2.763, 0.308, -2.581], [-0.299, -0.173, 1.981], [-2.580, 0.169, 1.230], [1.812, 0.503, -1.671], [-2.922, -0.184, 2.203], [0.707, 0.017, 1.599], [-1.367, -1.280, 0.716], [-0.625, 0.590, 2.683], [-3.264, -0.121, 0.432], [0.460, -0.782, -2.341], [3.726, 0.777, -2.407], [-2.583, 1.256, 1.253], [2.022, 1.238, -0.903], [2.779, -0.507, -3.293], [0.232, -0.321, -0.666], [-0.201, -1.101, 2.537]], "atomic_forces_ev_per_a": [[-0.4, -0.8, 1.5], [0.6, 0.5, -0.4], [0.8, -0.3, 0.4], [0.3, -0.2, -0.6], [0.3, 0.6, -0.9], [0.1, -0.1, 0.1], [0.0, -0.3, 0.1], [0.0, 0.4, 0.2], [0.2, 0.0, -0.4], [0.2, 0.2, -0.1], [-0.2, -0.1, 0.2], [-0.3, -0.3, 0.4], [-0.2, 0.3, -0.3], [0.0, 0.1, 0.1], [-0.2, 0.0, 0.2], [-0.4, 0.1, -0.2], [-0.4, 0.1, -0.5], [-0.3, -0.2, 0.2]], "mulliken_charge": [-0.382, -0.386, -0.858, -0.785, -1.015, 0.100, 0.344, 0.239, 0.220, 0.317, 0.334, 0.188, 0.243, 0.331, 0.283, 0.265, 0.265, 0.299], "orbital_gap_ev": 8.81, "homo_energy_ha": -0.290, "e_tot_ha": -269.05705, "smiles": "C=CN.CNC", "charge": 0, "e_above_lowest_ev": 1.613, "multiplicity": 1, "fmax_ha_per_bohr": 0.034}